Record 1
Density functional theory data (wB97M-V/def2-TZVPD) for a molecular structure, C4H3LiO2Rb.

Structure (XYZ):
```
11
Properties=species:S:1:pos:R:3
O 1.772 1.998 -0.757
C 2.215 0.890 -1.042
C 2.565 -0.308 -1.138
C -2.551 -0.740 1.230
C -1.490 0.080 1.193
O -0.655 0.430 0.290
Rb 0.841 -1.372 -0.672
H 3.306 -1.012 -1.483
H -3.107 -0.894 2.155
H -2.918 -1.207 0.305
Li 0.022 2.135 -0.081
```

## Properties
HOMO level (alpha / beta)   -6.80 / -7.70 eV
Relative energy (zero: lowest compared OMol25 entry of this formula, charge and spin)   124.73 kJ/mol
Kohn-Sham gap (alpha / beta)   6.611 / 7.412 eV
Multiplicity   2
Expectation value of S²   0.7566
E_LUMO (alpha / beta)   -0.19 / -0.29 eV


Record 2
Density functional theory data (wB97M-V/def2-TZVPD) for a molecular structure, C19H61AgF3O15.

Structure (XYZ):
```
99
Properties=species:S:1:pos:R:3
Ag -2.546 1.789 -1.101
C -0.453 4.287 0.591
O -1.388 4.939 1.405
O -1.209 3.641 -0.378
C 0.763 5.241 0.185
F 1.616 5.373 1.161
F 1.418 4.716 -0.871
F 0.364 6.461 -0.221
C -1.081 4.993 2.795
C -2.098 5.899 3.425
H -1.747 6.256 4.394
H -2.195 6.850 2.901
H -3.074 5.431 3.552
H -0.174 5.500 3.130
H -1.094 4.053 3.349
H -0.061 3.433 1.152
C 0.657 -1.460 -0.491
C -0.640 -0.622 -0.212
C -0.444 0.302 1.015
O -1.098 0.026 -1.370
H 1.071 -1.976 0.376
H 1.436 -0.876 -0.983
H 0.477 -2.203 -1.269
H -1.334 -1.385 0.154
H -0.088 -0.331 1.828
H -1.294 0.941 1.258
H 0.387 0.984 0.821
C 3.151 -3.474 -1.664
O 2.984 -4.823 -1.966
H 2.700 -2.809 -2.402
H 2.765 -3.218 -0.676
H 4.206 -3.203 -1.614
H 2.064 -5.014 -2.173
C -3.930 2.756 1.795
O -3.800 1.648 0.882
H -4.975 2.923 2.061
H -3.424 2.612 2.751
H -3.548 3.638 1.284
H -4.376 0.936 1.171
C 2.830 -2.088 2.662
O 1.578 -2.623 3.149
H 2.763 -1.043 2.358
H 3.659 -2.158 3.368
H 3.192 -2.651 1.802
H 1.309 -2.104 3.911
C -4.414 -0.943 -1.776
O -4.120 0.437 -2.087
H -5.424 -1.017 -1.371
H -4.275 -1.579 -2.650
H -3.732 -1.219 -0.973
H -4.825 0.631 -2.710
C 0.706 1.563 3.981
O 1.898 2.147 3.480
H 0.763 0.488 3.815
H 0.535 1.728 5.045
H -0.093 1.985 3.370
H 1.998 3.054 3.779
C 4.327 -0.488 -3.335
O 3.119 -0.786 -4.024
H 5.153 -1.010 -3.816
H 4.519 0.585 -3.363
H 4.240 -0.828 -2.302
H 2.390 -0.262 -3.673
C -0.649 -1.144 -4.751
O -1.859 -1.177 -4.020
H -0.673 -1.762 -5.648
H -0.494 -0.117 -5.083
H 0.187 -1.462 -4.128
H -1.660 -0.847 -3.136
C -0.375 -4.354 -3.077
O 0.275 -5.495 -2.488
H -0.810 -4.702 -4.016
H -1.180 -4.017 -2.423
H 0.332 -3.562 -3.316
H -0.477 -6.032 -2.228
C -0.322 -4.746 0.961
O 0.328 -4.803 2.171
H 0.456 -4.845 0.200
H -1.032 -5.564 0.837
H -0.773 -3.758 0.851
H 0.688 -3.927 2.351
C 1.162 2.160 -3.285
O 1.126 0.757 -3.019
H 2.149 2.524 -3.570
H 0.449 2.472 -4.049
H 0.960 2.715 -2.368
H 0.282 0.567 -2.591
C -2.301 -2.707 3.256
O -3.572 -2.247 2.853
H -2.027 -3.652 2.787
H -1.616 -1.883 3.062
H -2.348 -2.872 4.334
H -4.175 -2.878 3.254
C 3.342 1.845 -0.092
O 3.782 2.138 1.221
H 3.123 0.784 -0.223
H 2.437 2.390 -0.365
H 4.123 2.137 -0.793
H 3.062 2.014 1.846
```

## Properties
HOMO level (alpha / beta)   -8.66 / -8.41 eV
Relative energy (zero: lowest compared OMol25 entry of this formula, charge and spin)   105.40 kJ/mol
Kohn-Sham gap (alpha / beta)   8.469 / 5.067 eV
Multiplicity   2
Expectation value of S²   0.7586
E_LUMO (alpha / beta)   -0.19 / -3.34 eV


Record 3
Density functional theory data (wB97M-V/def2-TZVPD) for a molecular structure, C20H33Cl2ErN4O3S.

Structure (XYZ):
```
64
Properties=species:S:1:pos:R:3
O 1.989 1.536 -3.238
C 2.102 1.440 -4.450
C 2.611 2.564 -5.313
C 3.043 3.716 -4.642
H 3.207 3.680 -3.567
C 3.238 4.900 -5.347
H 3.525 5.796 -4.803
C 3.051 4.934 -6.740
H 3.151 5.886 -7.278
C 2.745 3.741 -7.426
H 2.653 3.767 -8.517
C 2.544 2.552 -6.713
H 2.338 1.607 -7.224
H 1.841 0.527 -5.010
C -2.627 0.885 -2.144
C -2.308 -0.117 -1.117
H -3.701 0.906 -2.426
H -2.035 0.738 -3.062
H -2.351 1.892 -1.774
C -3.065 -1.040 -0.565
C -4.603 -1.129 -0.651
H -2.663 -1.815 0.109
H -4.975 -0.479 -1.453
H -5.074 -0.791 0.292
H -4.941 -2.157 -0.860
Er 0.118 0.111 0.364
Cl -0.091 2.634 0.682
Cl 0.528 -0.413 -2.019
C -2.083 0.526 2.687
O -1.135 -0.199 2.236
N -2.750 0.212 3.783
C -2.409 -0.978 4.558
C -3.868 1.012 4.276
H -2.365 1.448 2.154
H -1.604 -1.514 4.054
H -3.294 -1.614 4.643
H -2.093 -0.679 5.563
H -4.052 1.825 3.562
H -3.631 1.440 5.262
H -4.768 0.385 4.371
H 0.134 -5.520 1.111
H 2.498 -5.662 -0.030
C -0.171 -4.896 0.265
C 2.082 -5.007 -0.811
N 0.983 -4.197 -0.283
H -0.896 -4.148 0.592
C 1.043 -2.877 -0.191
O 0.174 -2.195 0.441
H 2.867 -4.338 -1.175
H 1.871 -2.363 -0.693
H -0.607 -5.538 -0.506
H 1.732 -5.644 -1.635
S 2.594 0.007 1.316
C 2.257 0.249 2.957
N 2.710 -0.458 4.024
C 2.000 -0.131 5.262
C 1.174 1.091 4.852
N 1.462 1.233 3.437
H 3.270 -1.300 3.918
H 2.707 0.093 6.077
H 1.342 -0.959 5.591
H 1.493 1.984 5.404
H 0.091 0.946 5.007
H 0.992 1.892 2.811
```

## Properties
HOMO level (alpha / beta)   -4.61 / -4.63 eV
Kohn-Sham gap (alpha / beta)   4.557 / 4.573 eV
Multiplicity   4
Expectation value of S²   3.7531
E_LUMO (alpha / beta)   -0.06 / -0.06 eV


Record 4
Density functional theory data (wB97M-V/def2-TZVPD) for 7 unconnected molecules or ions with the total composition C14H30N2O23S5.

Structure (XYZ):
```
74
Properties=species:S:1:pos:R:3
C -4.613 -4.375 1.085
N -4.156 -5.279 2.141
O -3.554 -6.253 1.868
O -4.532 -4.958 3.293
H -3.679 -3.872 0.831
H -5.412 -3.790 1.540
H -4.908 -5.084 0.312
O 2.351 4.623 -3.912
S 1.677 3.550 -4.645
O 0.225 3.374 -4.624
O 2.214 3.354 -6.184
C 2.803 2.122 -6.420
C 2.372 1.243 -5.266
O 2.286 2.161 -4.142
H 2.458 1.671 -7.351
H 3.872 2.301 -6.534
H 3.204 0.553 -5.126
H 1.437 0.773 -5.571
O 6.104 3.780 5.871
S 5.171 3.305 6.911
O 5.605 3.284 8.295
O 3.709 3.996 6.784
C 2.787 3.251 6.074
C 3.219 1.805 5.928
O 4.583 1.792 6.416
H 1.729 3.270 6.334
H 2.865 3.698 5.083
H 3.221 1.452 4.896
H 2.582 1.269 6.631
O 3.933 -3.750 1.763
S 2.920 -2.724 2.132
O 2.974 -1.411 1.547
O 1.369 -3.360 2.199
C 1.076 -3.907 3.409
C 2.166 -3.628 4.450
O 3.018 -2.681 3.802
H 0.052 -3.691 3.714
H 1.181 -4.974 3.214
H 2.681 -4.546 4.733
H 1.761 -3.134 5.333
O 2.174 -5.165 -4.401
S 0.692 -5.115 -4.217
O -0.019 -3.886 -3.705
O -0.148 -5.598 -5.553
C -0.272 -6.987 -5.520
C 0.154 -7.650 -4.166
O 0.161 -6.491 -3.425
H -1.330 -7.206 -5.663
H 0.248 -7.372 -6.396
H 1.019 -8.310 -4.237
H -0.525 -8.404 -3.769
O -6.149 4.530 -2.403
S -5.762 4.847 -1.027
O -6.143 3.999 0.104
O -4.205 5.226 -0.909
C -3.928 6.544 -1.358
C -5.319 7.290 -1.465
O -6.158 6.445 -0.759
H -3.140 7.018 -0.772
H -3.434 6.346 -2.309
H -5.586 7.240 -2.521
H -5.272 8.326 -1.128
C -1.121 1.157 -0.372
N -0.600 1.560 0.873
C 0.451 2.639 0.909
C -0.890 0.835 1.931
O -0.448 1.034 3.076
H -1.930 1.852 -0.600
H -1.630 0.197 -0.294
H -0.387 1.202 -1.177
H 0.136 3.566 1.388
H 1.335 2.300 1.449
H 0.878 2.787 -0.083
H -1.607 0.036 1.688
```

## Properties
HOMO level   -9.35 eV
Relative energy (zero: lowest compared OMol25 entry of this formula, charge and spin)   0.00 kJ/mol
SMILES   C[N+](=O)[O-].O=S1(=O)OCCO1.O=S1(=O)OCCO1.O=S1(=O)OCCO1.O=S1(=O)OCCO1.O=S1(=O)OCCO1.CN(C)C=O
Kohn-Sham gap   9.337 eV
E_LUMO   -0.02 eV


Record 5
Density functional theory data (wB97M-V/def2-TZVPD) for a molecular structure, C19H14BrCl2N3O4Se3TeW.

Structure (XYZ):
```
48
Properties=species:S:1:pos:R:3
W -0.096 0.232 0.945
O 2.937 -1.867 -0.915
C 2.642 -0.905 -0.267
N 1.404 -0.184 -0.475
C 1.267 0.161 -1.805
O 2.074 -0.006 -2.689
C -0.010 0.866 -2.081
C -0.325 1.264 -3.363
C -1.471 2.010 -3.558
C -2.222 2.358 -2.448
C -1.839 1.916 -1.196
N -0.759 1.143 -1.012
C 3.572 -0.307 0.742
C 4.840 -0.848 0.907
C 5.670 -0.263 1.848
C 5.197 0.814 2.581
C 3.906 1.266 2.347
N 3.108 0.722 1.437
H 0.349 0.984 -4.160
H -1.763 2.331 -4.548
H -3.113 2.963 -2.532
H -2.410 2.176 -0.323
H 5.143 -1.694 0.306
H 6.672 -0.640 2.006
H 5.813 1.297 3.328
H 3.490 2.091 2.913
Se -1.363 -0.903 3.413
Se 0.034 -1.311 5.140
Te 2.205 -1.738 3.809
Se 0.990 -2.204 1.736
O 0.430 2.072 1.102
O 0.515 1.346 2.349
Cl -2.258 1.095 1.632
C -4.978 3.126 0.906
Cl -5.361 2.134 -0.410
H -4.686 4.141 0.700
H -5.061 2.704 1.891
Br -3.716 -4.603 -2.527
C -2.770 -3.313 -1.511
C -1.394 -3.244 -1.596
C -0.713 -2.291 -0.853
C -1.364 -1.380 0.009
C -2.760 -1.500 0.051
C -3.458 -2.448 -0.685
H -0.845 -3.921 -2.236
H 0.365 -2.295 -0.966
H -3.347 -0.844 0.675
H -4.537 -2.501 -0.614
```

## Properties
HOMO level (alpha / beta)   -7.82 / -8.20 eV
Relative energy (zero: lowest compared OMol25 entry of this formula, charge and spin)   17.94 kJ/mol
Kohn-Sham gap (alpha / beta)   6.159 / 5.920 eV
Multiplicity   3
Expectation value of S²   2.0145
E_LUMO (alpha / beta)   -1.66 / -2.28 eV


no.,largest force on an atom (eV/Å),electronic energy (hartree)
1,9.3,-336.1564
2,2.7,-2335.3369
3,3.9,-3560.3458
4,5.3,-4382.0234
5,1.2,-12231.3910